58
Properties=species:S:1:pos:R:3:forces:R:3:lowdin_charge:R:1 method="wB97M-V/def2-TZVPD" max_force_ha_per_bohr=0.0108 e_homo_ha=-0.2903 e_above_lowest_kcal_mol=92.8 total_energy_ev=-34933.652
C 5.252 -2.838 -2.033 0.2 0.0 -0.1 -0.084
H 5.564 -3.783 -2.487 0.0 0.0 0.0 0.097
O 4.008 -2.957 -1.389 -0.4 -0.3 0.3 -0.108
C 3.876 -3.882 -0.383 0.0 0.1 0.0 -0.201
C 4.920 -4.659 0.089 0.1 0.2 -0.2 -0.029
C 4.711 -5.602 1.085 -0.1 -0.1 0.1 -0.096
C 3.451 -5.768 1.617 0.2 -0.1 0.1 -0.098
C 2.402 -4.985 1.165 0.0 0.2 -0.1 -0.025
C 2.583 -4.032 0.168 0.2 0.0 0.0 -0.159
N 1.525 -3.278 -0.350 -0.1 -0.1 -0.2 -0.096
C 1.617 -1.834 -0.281 0.1 0.3 -0.2 -0.129
H 2.646 -1.527 -0.450 -0.1 0.0 0.0 0.119
C 0.715 -1.219 -1.354 0.4 0.2 0.2 -0.114
N -0.637 -1.686 -1.171 0.1 -0.2 -0.1 -0.045
C -1.722 -0.937 -0.875 -0.1 0.1 -0.1 -0.424
O -2.832 -1.421 -0.740 -0.2 0.1 0.0 0.072
C -1.501 0.538 -0.730 -0.2 0.2 0.1 -0.152
C -0.796 1.055 0.350 -0.1 -0.1 -0.1 -0.024
C -0.675 2.423 0.514 0.0 0.0 -0.1 -0.038
C -1.266 3.304 -0.386 0.1 0.0 0.0 -0.211
C -1.962 2.778 -1.469 0.1 0.0 0.0 -0.034
C -2.085 1.411 -1.638 0.0 -0.2 0.0 -0.004
H -2.638 1.013 -2.476 -0.1 0.0 -0.1 0.123
H -2.410 3.442 -2.194 0.0 0.1 -0.1 0.110
C -1.212 4.794 -0.145 -0.1 0.1 0.0 -0.149
N -2.296 5.319 0.673 0.1 0.0 0.1 -0.155
C -3.630 5.247 0.090 -0.3 0.1 0.2 -0.155
C -4.501 4.194 0.772 0.0 -0.1 -0.4 -0.183
O -4.684 4.482 2.147 -0.1 0.0 0.0 -0.131
C -3.601 5.187 2.721 0.3 0.1 0.2 -0.192
C -2.278 4.845 2.048 -0.1 0.1 0.2 -0.174
H -1.454 5.342 2.572 0.0 -0.1 0.1 0.128
H -2.129 3.756 2.120 0.0 0.1 0.1 0.113
H -3.578 4.906 3.777 0.1 0.1 -0.1 0.125
H -3.775 6.271 2.651 0.0 -0.1 0.0 0.124
H -4.042 3.200 0.654 -0.1 0.1 0.0 0.122
H -5.499 4.167 0.327 0.1 0.0 0.0 0.125
H -4.108 6.228 0.210 -0.1 -0.1 -0.1 0.123
H -3.566 5.035 -0.977 0.0 0.0 0.0 0.111
H -0.281 5.053 0.367 0.0 0.0 -0.1 0.124
H -1.241 5.330 -1.098 0.1 0.0 0.0 0.124
H -0.103 2.810 1.345 0.0 0.1 0.1 0.114
H -0.348 0.386 1.071 0.1 -0.1 0.1 0.115
C -0.733 -3.128 -1.207 -0.3 -0.3 0.3 -0.109
C 0.170 -3.734 -0.129 -0.1 0.0 -0.3 -0.149
H 0.139 -4.821 -0.212 0.0 0.0 0.0 0.127
H -0.211 -3.437 0.862 0.0 -0.1 0.0 0.135
H -1.776 -3.400 -1.037 0.1 0.0 -0.1 0.123
H -0.414 -3.485 -2.192 0.0 0.0 0.1 0.134
H 0.750 -0.131 -1.311 0.0 -0.1 0.0 0.120
H 1.069 -1.551 -2.337 0.0 0.1 0.1 0.135
H 1.295 -1.473 0.712 0.0 0.0 0.0 0.128
H 1.427 -5.114 1.606 -0.1 0.0 0.0 0.103
H 3.276 -6.499 2.392 0.0 -0.1 0.1 0.101
H 5.539 -6.200 1.432 0.1 -0.1 0.0 0.101
H 5.911 -4.550 -0.325 0.1 0.0 -0.1 0.101
H 5.106 -2.094 -2.815 0.1 -0.1 0.0 0.094
H 6.032 -2.489 -1.347 0.0 0.0 0.0 0.096

***

58
Properties=species:S:1:pos:R:3:forces:R:3:lowdin_charge:R:1 method="wB97M-V/def2-TZVPD" max_force_ha_per_bohr=0.0109 e_homo_ha=-0.3112 e_above_lowest_kcal_mol=47.1 total_energy_ev=-34935.633
C 5.818 0.426 -5.024 0.1 -0.1 0.1 -0.095
H 5.577 1.480 -4.904 0.0 0.1 0.0 0.075
H 5.096 -0.014 -5.709 -0.1 0.0 -0.1 0.074
H 6.809 0.343 -5.463 0.1 0.0 -0.1 0.069
C 5.771 -0.287 -3.671 -0.1 0.2 -0.2 -0.217
C 4.405 -0.169 -3.066 0.0 -0.1 0.1 -0.232
C 4.069 0.896 -2.238 0.3 -0.2 -0.2 -0.092
N 2.869 1.077 -1.717 -0.2 0.3 0.2 0.108
C 1.914 0.197 -1.996 -0.2 -0.1 -0.1 -0.259
C 2.142 -0.915 -2.800 0.1 0.1 0.0 0.003
C 3.402 -1.093 -3.341 0.0 0.2 0.1 -0.012
H 3.611 -1.946 -3.972 0.0 -0.1 -0.1 0.118
H 1.345 -1.620 -2.979 -0.1 -0.1 0.0 0.111
C 0.579 0.422 -1.337 -0.1 -0.2 -0.2 -0.101
N 0.565 -0.206 -0.021 0.0 0.2 -0.3 -0.066
C 0.054 -1.454 0.074 0.2 0.1 0.5 -0.408
O -0.358 -2.037 -0.914 -0.2 -0.4 -0.4 0.059
C 0.027 -2.101 1.462 -0.1 -0.2 0.1 -0.199
C -0.914 -1.376 2.424 0.4 -0.1 0.1 -0.104
N -2.297 -1.496 2.026 0.1 0.4 0.1 -0.032
C -2.832 -2.576 1.406 0.0 -0.4 -0.1 -0.447
O -4.030 -2.659 1.199 -0.3 -0.1 -0.2 0.048
C -1.886 -3.651 0.920 0.0 -0.2 -0.1 -0.082
C -0.440 -3.556 1.392 0.1 0.1 -0.2 -0.139
H 0.196 -4.118 0.707 0.0 0.0 0.1 0.121
H -0.339 -3.995 2.388 0.1 0.0 0.0 0.118
H -1.910 -3.570 -0.170 -0.1 0.0 0.2 0.119
H -2.318 -4.618 1.181 -0.1 0.1 0.0 0.125
C -3.153 -0.378 2.379 -0.3 -0.1 0.0 -0.090
C -2.741 0.853 1.616 0.0 0.1 -0.1 -0.206
C -2.757 0.831 0.229 -0.1 -0.1 0.1 -0.031
C -2.337 1.942 -0.482 0.0 0.0 0.1 -0.081
C -1.896 3.071 0.179 0.1 0.2 0.2 -0.013
C -1.876 3.104 1.573 0.0 0.0 -0.2 -0.279
C -2.297 1.987 2.287 0.0 0.2 0.2 0.012
H -2.293 1.986 3.367 0.0 0.0 0.1 0.108
O -1.420 4.260 2.134 0.0 -0.1 -0.4 -0.085
C -1.433 4.381 3.535 0.0 0.0 0.2 -0.091
H -0.768 3.652 4.011 0.0 0.0 0.0 0.093
H -2.444 4.270 3.940 0.0 0.0 0.0 0.097
H -1.070 5.386 3.747 0.0 -0.1 0.0 0.093
H -1.564 3.945 -0.359 0.0 0.1 -0.1 0.118
H -2.358 1.930 -1.561 0.0 0.0 -0.1 0.110
H -3.098 -0.055 -0.283 0.0 -0.1 -0.1 0.124
H -4.170 -0.675 2.108 0.2 0.1 0.1 0.130
H -3.106 -0.204 3.460 0.0 0.0 -0.1 0.132
H -0.782 -1.800 3.432 0.1 0.1 -0.1 0.139
H -0.681 -0.310 2.475 0.0 -0.1 0.0 0.106
H 1.043 -2.075 1.871 -0.1 0.1 0.0 0.143
C 1.236 0.565 0.996 0.1 0.1 0.3 -0.027
H 1.572 -0.056 1.821 0.0 0.0 0.0 0.087
H 0.576 1.352 1.377 0.0 0.0 0.1 0.089
H 2.108 1.040 0.540 0.0 0.0 0.1 0.082
H 0.396 1.490 -1.206 0.0 -0.1 0.0 0.120
H -0.217 -0.031 -1.929 0.1 0.2 0.1 0.123
H 4.806 1.645 -1.974 0.2 0.0 0.0 0.117
H 6.511 0.159 -3.003 0.0 -0.1 0.0 0.109
H 6.023 -1.341 -3.809 0.1 0.0 0.1 0.110

***

59
Properties=species:S:1:pos:R:3:forces:R:3:lowdin_charge:R:1 method="wB97M-V/def2-TZVPD" max_force_ha_per_bohr=0.0197 e_homo_ha=-0.3154 e_above_lowest_kcal_mol=23.1 total_energy_ev=-45770.324
C 2.961 2.649 -6.302 0.1 0.0 0.0 -0.048
C 3.148 1.986 -4.972 0.0 0.0 0.1 -0.270
C 3.397 0.619 -4.896 0.0 0.1 0.1 -0.028
C 3.592 0.003 -3.673 0.1 -0.2 -0.1 -0.056
C 3.542 0.761 -2.519 0.1 -0.3 0.7 -0.275
C 3.298 2.119 -2.569 0.0 0.2 0.1 -0.056
C 3.103 2.728 -3.796 0.0 -0.1 0.0 -0.028
H 2.917 3.791 -3.844 0.0 0.1 0.0 0.114
H 3.282 2.681 -1.648 0.0 0.1 0.1 0.114
S 3.707 -0.048 -0.930 -0.1 0.0 0.2 0.664
O 4.444 -1.265 -1.101 -0.2 0.0 -0.3 -0.279
O 4.155 0.908 0.039 -0.2 0.2 -0.2 -0.283
N 2.151 -0.470 -0.509 1.0 0.1 0.0 -0.232
C 1.515 -1.469 -1.333 -0.2 -0.6 -0.3 -0.178
C 0.291 -2.014 -0.598 0.3 0.0 -0.2 -0.150
N -0.608 -0.909 -0.312 -0.1 0.0 0.1 -0.110
C 0.052 0.051 0.553 0.2 0.2 -0.2 -0.148
C 1.265 0.618 -0.183 -0.3 0.5 0.4 -0.181
H 1.820 1.311 0.449 -0.2 0.1 0.0 0.120
H 0.924 1.137 -1.093 0.0 0.0 0.1 0.130
H -0.642 0.860 0.793 0.0 0.0 0.0 0.133
H 0.403 -0.409 1.491 0.0 0.0 0.0 0.121
C -1.956 -1.258 0.131 -0.1 0.0 -0.4 -0.287
C -2.712 -2.025 -0.951 0.1 0.1 0.3 -0.027
H -2.411 -3.070 -0.952 0.0 -0.1 0.0 0.076
H -2.507 -1.587 -1.924 0.0 0.1 -0.1 0.087
H -3.781 -1.980 -0.760 -0.1 0.0 0.0 0.077
H -2.449 -0.300 0.308 0.1 -0.2 0.0 0.120
C -1.883 -2.095 1.413 -0.1 0.1 -0.1 -0.387
O -1.448 -3.232 1.382 0.0 -0.1 -0.2 0.070
N -2.179 -1.496 2.604 0.0 -0.2 0.4 0.018
C -2.821 -0.264 2.796 -0.3 0.5 0.0 -0.172
C -3.955 0.075 2.058 0.0 0.0 0.1 -0.023
C -4.585 1.288 2.253 0.0 0.0 -0.1 -0.078
C -4.106 2.168 3.209 0.0 0.1 0.1 -0.086
C -3.023 1.806 3.988 -0.1 0.0 -0.1 -0.040
C -2.373 0.592 3.807 0.0 0.0 -0.1 -0.154
C -1.255 0.211 4.741 0.2 -0.1 0.0 -0.135
C -0.600 -1.124 4.390 -0.2 0.0 0.1 -0.153
C -1.648 -2.078 3.827 0.4 -0.3 0.1 -0.118
H -1.216 -3.046 3.571 -0.1 0.1 0.1 0.122
H -2.463 -2.222 4.542 0.0 0.0 0.0 0.139
H -0.133 -1.559 5.274 0.1 0.0 0.0 0.115
H 0.178 -0.977 3.639 0.0 -0.1 0.0 0.104
H -0.505 1.005 4.755 0.0 0.0 0.1 0.121
H -1.678 0.155 5.750 0.1 0.0 0.0 0.124
H -2.670 2.473 4.762 0.0 0.1 0.1 0.116
H -4.590 3.120 3.364 -0.1 0.1 0.0 0.101
H -5.458 1.538 1.670 -0.1 0.0 -0.1 0.104
H -4.355 -0.635 1.349 0.0 -0.1 -0.1 0.115
H -0.220 -2.735 -1.233 0.1 -0.1 0.0 0.124
H 0.623 -2.525 0.317 0.0 0.0 -0.1 0.129
H 2.246 -2.259 -1.506 -0.2 -0.1 -0.1 0.121
H 1.199 -1.038 -2.296 0.0 -0.1 0.0 0.130
H 3.802 -1.052 -3.595 0.0 -0.1 -0.1 0.114
H 3.440 0.035 -5.804 0.0 -0.1 -0.1 0.116
H 2.452 1.986 -6.998 0.0 0.0 -0.1 0.079
H 3.933 2.899 -6.728 0.0 0.0 -0.1 0.088
H 2.390 3.568 -6.203 0.0 0.1 0.0 0.077

***

60
Properties=species:S:1:pos:R:3:forces:R:3:lowdin_charge:R:1 method="wB97M-V/def2-TZVPD" max_force_ha_per_bohr=0.0247 e_homo_ha=-0.2970 e_above_lowest_kcal_mol=19.8 total_energy_ev=-39030.086
C -6.427 -1.917 0.817 -0.4 0.0 0.0 -0.050
H -6.212 -2.892 1.247 0.0 0.1 0.0 0.093
H -6.890 -2.024 -0.167 0.0 0.0 0.1 0.097
H -7.105 -1.354 1.462 0.0 -0.1 -0.1 0.098
O -5.181 -1.247 0.706 0.4 0.1 0.0 -0.047
C -5.232 -0.002 0.203 -0.4 0.0 -0.1 -0.458
O -6.264 0.522 -0.143 0.1 -0.1 0.1 0.111
C -3.899 0.635 0.122 0.3 0.2 0.0 -0.122
C -3.815 1.921 -0.414 -0.2 -0.3 0.1 0.001
C -2.595 2.553 -0.515 0.3 -0.1 0.1 0.000
C -1.439 1.905 -0.077 -0.7 0.0 -0.1 -0.124
C -1.521 0.620 0.470 0.1 0.3 -0.1 0.009
C -2.743 -0.008 0.565 -0.2 0.1 -0.1 0.004
H -2.818 -0.998 0.987 0.0 -0.1 0.0 0.115
H -0.617 0.145 0.819 0.1 -0.1 0.0 0.092
C -0.142 2.528 -0.192 1.2 -0.3 0.2 -0.270
N 0.986 1.964 0.128 -1.0 -0.2 0.1 0.192
C 1.963 2.866 -0.162 -0.3 1.1 -0.5 -0.188
C 1.364 3.992 -0.667 1.0 -0.6 0.2 -0.243
O 0.023 3.775 -0.684 -0.5 0.0 0.0 0.126
C 1.898 5.292 -1.139 -0.4 -0.1 0.1 0.001
H 1.334 5.634 -2.005 0.1 0.1 -0.1 0.086
H 2.946 5.184 -1.404 0.1 0.0 0.0 0.081
H 1.812 6.049 -0.358 0.0 0.1 0.0 0.088
C 3.424 2.570 0.042 0.1 0.2 0.0 -0.133
N 3.758 1.194 0.338 0.0 0.0 0.0 -0.151
C 3.295 0.771 1.654 0.0 -0.1 0.4 -0.188
C 3.813 -0.626 1.986 -0.2 0.0 0.0 -0.125
H 3.410 -0.925 2.954 0.0 0.0 0.0 0.120
H 4.903 -0.599 2.053 0.0 0.0 0.0 0.118
C 3.424 -1.655 0.919 0.2 0.1 0.1 -0.224
C 1.926 -1.943 0.953 0.3 -0.3 0.0 -0.400
O 1.134 -1.259 1.574 -0.1 0.4 0.3 0.051
N 1.488 -3.044 0.286 -0.3 -0.2 -0.1 -0.041
C 2.232 -3.999 -0.501 0.1 -0.1 -0.4 -0.122
H 3.300 -3.796 -0.482 0.0 0.0 0.0 0.113
C 1.711 -3.970 -1.946 0.3 -0.1 0.2 -0.188
O 0.330 -4.235 -1.996 -0.1 -0.1 -0.1 -0.129
C -0.397 -3.303 -1.224 -0.1 0.0 0.3 -0.178
H -1.445 -3.592 -1.305 0.0 0.1 0.0 0.128
C 0.063 -3.321 0.235 -0.3 0.2 -0.2 -0.107
H -0.455 -2.558 0.816 0.0 -0.1 0.0 0.113
H -0.125 -4.310 0.668 0.0 0.1 0.0 0.135
H -0.266 -2.290 -1.634 0.0 -0.1 0.0 0.131
H 2.194 -4.744 -2.545 0.0 0.1 0.0 0.128
H 1.917 -2.982 -2.390 0.0 -0.1 0.0 0.123
H 2.054 -5.000 -0.087 0.1 0.1 0.0 0.135
C 3.888 -1.110 -0.438 -0.1 0.1 -0.1 -0.126
C 3.300 0.274 -0.688 0.1 -0.3 -0.2 -0.186
H 3.643 0.647 -1.658 -0.1 0.0 0.0 0.128
H 2.202 0.202 -0.709 0.1 0.0 -0.1 0.113
H 3.606 -1.769 -1.259 0.0 0.0 0.0 0.095
H 4.978 -1.031 -0.421 0.0 0.0 0.0 0.124
H 3.949 -2.593 1.138 -0.1 0.1 -0.1 0.140
H 3.687 1.479 2.390 0.0 0.0 0.0 0.123
H 2.201 0.771 1.712 0.2 0.0 0.1 0.097
H 3.802 3.190 0.863 0.1 0.0 -0.1 0.128
H 3.965 2.862 -0.867 0.0 0.1 0.1 0.125
H -2.522 3.546 -0.932 0.0 0.1 0.0 0.117
H -4.723 2.401 -0.746 -0.1 0.0 0.0 0.121